ORCA calculation (wB97M-V/def2-TZVPD) on a molecular structure, C44H54BCl5N2O2Rb.

Last column: Löwdin charge in e.
Geometry (Å):
Rb -1.295 1.060 -1.865  0.8365
C -0.975 2.822 3.128  -0.0437
C -2.158 2.502 2.254  -0.1770
C -2.518 1.169 2.061  -0.1689
C -1.780 0.073 2.774  -0.0263
C -3.564 0.840 1.195  -0.1857
C -3.839 -0.614 0.927  -0.0359
C -4.283 1.857 0.560  -0.1891
C -5.481 1.519 -0.290  -0.0415
C -3.915 3.193 0.745  -0.1912
C -4.614 4.287 -0.019  -0.0761
C -2.879 3.519 1.623  -0.1820
C -2.563 4.966 1.913  -0.0465
H -0.557 3.794 2.884  0.0677
H -0.189 2.084 2.989  0.0550
H -1.260 2.822 4.181  0.0944
H -0.986 -0.295 2.127  0.0750
H -2.441 -0.759 2.998  0.0773
H -1.338 0.414 3.705  0.0746
H -4.235 -1.112 1.813  0.0861
H -2.901 -1.095 0.648  0.0675
H -4.542 -0.759 0.114  0.0670
H -5.185 1.277 -1.313  0.0904
H -6.180 2.349 -0.322  0.0702
H -6.012 0.667 0.126  0.0740
H -3.927 5.096 -0.247  0.0697
H -5.452 4.690 0.553  0.0912
H -4.992 3.921 -0.967  0.0375
H -1.783 5.338 1.246  0.0919
H -2.226 5.088 2.940  0.0720
H -3.445 5.585 1.785  0.0678
Cl -3.107 3.586 -3.037  0.6318
C -2.712 2.917 -4.583  -0.7661
C -1.643 2.027 -4.606  -0.2721
C -1.405 1.506 -5.876  -0.7581
Cl -0.108 0.371 -6.022  0.6477
C -2.131 1.820 -7.017  -0.7168
Cl -1.774 1.096 -8.553  0.6253
C -3.178 2.731 -6.918  -0.7193
Cl -4.101 3.163 -8.316  0.6341
C -3.475 3.289 -5.681  -0.7165
Cl -4.778 4.426 -5.544  0.6303
C 1.677 2.654 0.528  -0.0414
C 2.679 1.546 0.862  -0.3547
C 4.127 1.998 0.647  -0.0445
C 2.491 1.033 2.272  -0.1188
C 2.527 1.907 3.349  -0.0540
C 2.388 1.448 4.645  -0.0788
C 2.209 0.098 4.883  -0.0391
C 2.186 -0.811 3.837  -0.1185
C 1.970 -2.290 4.077  -0.3571
C 0.501 -2.648 3.813  -0.0350
C 2.380 -2.757 5.475  -0.0804
C 2.321 -0.337 2.521  -0.0964
N 2.280 -1.237 1.445  0.0911
B 1.291 -1.376 0.389  -0.7062
N 1.786 -2.447 -0.446  0.0951
C 2.998 -2.867 0.091  -0.0841
C 3.278 -2.181 1.212  -0.0677
C 1.436 -2.731 -1.787  -0.0983
C 0.533 -3.750 -2.111  -0.1216
C 0.194 -3.927 -3.449  -0.0334
C 0.753 -3.154 -4.448  -0.0747
C 1.678 -2.182 -4.118  -0.0531
C 2.032 -1.959 -2.796  -0.1153
C 3.048 -0.883 -2.472  -0.3533
C 2.588 0.480 -2.990  -0.0398
C 4.425 -1.261 -3.023  -0.0500
C -0.128 -4.657 -1.093  -0.3506
C -1.123 -3.880 -0.229  -0.0511
C 0.883 -5.408 -0.217  -0.0571
H 1.786 2.952 -0.519  0.0826
H 1.827 3.534 1.152  0.0753
H 0.665 2.277 0.687  0.0721
H 2.478 0.727 0.170  0.1060
H 4.418 2.744 1.383  0.0741
H 4.242 2.428 -0.346  0.0713
H 4.802 1.149 0.733  0.0810
H 2.663 2.965 3.180  0.1111
H 2.410 2.147 5.471  0.0992
H 2.082 -0.246 5.900  0.1020
H 2.572 -2.843 3.349  0.1134
H -0.154 -2.101 4.490  0.0835
H 0.348 -3.715 3.961  0.0799
H 0.227 -2.402 2.790  0.0677
H 1.647 -2.453 6.219  0.0725
H 3.354 -2.363 5.757  0.0776
H 2.442 -3.844 5.486  0.0750
H 3.578 -3.640 -0.379  0.1264
H 4.135 -2.261 1.856  0.1231
H -0.521 -4.694 -3.715  0.1061
H 0.477 -3.308 -5.481  0.1010
H 2.122 -1.594 -4.909  0.0998
H 3.142 -0.809 -1.386  0.1131
H 2.541 0.496 -4.076  0.0679
H 3.277 1.257 -2.662  0.0752
H 1.593 0.693 -2.594  0.0621
H 4.409 -1.356 -4.106  0.0748
H 4.746 -2.210 -2.599  0.0750
H 5.159 -0.502 -2.755  0.0750
H -0.688 -5.414 -1.661  0.1241
H -0.593 -3.223 0.452  0.0607
H -1.754 -4.560 0.346  0.0775
H -1.750 -3.251 -0.856  0.0777
H 1.453 -4.714 0.392  0.0535
H 1.576 -5.981 -0.834  0.0795
H 0.362 -6.097 0.449  0.0740
O 0.220 -0.579 0.341  -0.0664
O -0.772 -0.862 -0.674  -0.5574

Output
Strongest force on any atom (Eh/bohr): 0.043
Net charge: -1
Gap between HOMO and LUMO (eV): 6.8
E_LUMO (eV): 2.11
HOMO energy (eV): -4.7006
M (g mol⁻¹): 916.473
Energy above the lowest of the compared OMol25 structures with the same formula, charge and spin (kJ/mol): 75.6
Multiplicity: 1

=====

ORCA calculation (wB97M-V/def2-TZVPD) on a molecular structure, C44H54FeN4OS.

Last column: Mulliken spin population.
Geometry (Å):
Fe -0.538 0.277 -0.327  4.3712
C 5.263 2.279 0.713  0.0007
C 4.962 0.804 1.002  0.0009
C 3.768 0.341 0.244  0.0027
C 3.722 -0.374 -0.918  0.0094
C 4.858 -0.958 -1.692  -0.0010
C 5.381 0.002 -2.765  0.0010
C 2.324 -0.464 -1.285  0.0044
C 1.838 -1.072 -2.429  0.0420
C 0.499 -1.135 -2.814  -0.0114
C 0.043 -1.778 -4.000  0.0280
C 0.913 -2.435 -5.012  0.0008
C 1.441 -1.395 -6.006  0.0022
C -1.338 -1.613 -4.031  0.0190
C -1.681 -0.898 -2.858  0.0008
C -3.015 -0.591 -2.489  0.0351
C -3.412 0.078 -1.369  0.0070
N -2.566 0.570 -0.403  0.0864
C -3.350 1.083 0.578  0.0073
C -2.869 1.624 1.761  0.0272
C -1.525 1.730 2.127  0.0140
N -0.451 1.309 1.375  0.0732
C 0.664 1.595 2.112  -0.0307
C 1.999 1.302 1.732  0.0463
C 2.393 0.652 0.598  -0.0161
N 1.543 0.148 -0.356  0.1066
C 0.316 2.199 3.346  0.0176
C -1.075 2.292 3.356  0.0024
C -1.936 2.776 4.467  0.0004
C -2.394 1.590 5.324  0.0006
C 1.257 2.598 4.433  0.0016
C 1.901 3.969 4.202  0.0026
C -4.753 0.969 0.218  0.0200
C -4.791 0.342 -0.993  0.0124
C -5.971 0.009 -1.838  -0.0001
C -6.146 1.023 -2.973  0.0008
C -5.887 1.478 1.043  0.0008
C -6.020 3.002 0.948  0.0007
N -0.568 -0.596 -2.126  0.0585
C -2.285 -2.056 -5.094  0.0009
C -2.689 -0.893 -6.008  0.0003
H 6.117 2.611 1.299  -0.0001
H 4.408 2.907 0.956  -0.0001
H 5.503 2.415 -0.338  -0.0001
H 4.797 0.674 2.075  0.0003
H 5.828 0.209 0.706  0.0000
H 4.553 -1.891 -2.170  0.0003
H 5.675 -1.196 -1.008  -0.0001
H 4.591 0.260 -3.464  0.0002
H 6.195 -0.464 -3.314  0.0000
H 5.757 0.918 -2.317  -0.0002
H 2.558 -1.526 -3.093  0.0021
H 0.344 -3.197 -5.546  -0.0002
H 1.754 -2.929 -4.521  0.0008
H 0.612 -0.922 -6.525  -0.0001
H 2.091 -1.863 -6.740  -0.0001
H 2.003 -0.624 -5.485  0.0001
H -3.778 -0.964 -3.155  -0.0006
H -3.590 1.991 2.473  -0.0001
H 2.763 1.612 2.424  0.0041
H -2.809 3.300 4.071  -0.0002
H -1.380 3.481 5.086  0.0005
H -2.935 0.869 4.715  -0.0004
H -3.046 1.927 6.126  -0.0003
H -1.532 1.090 5.760  0.0004
H 2.047 1.848 4.516  0.0006
H 0.721 2.621 5.383  -0.0004
H 2.442 3.996 3.259  -0.0002
H 2.600 4.192 5.007  -0.0001
H 1.145 4.749 4.187  -0.0002
H -6.873 0.005 -1.225  -0.0001
H -5.852 -0.988 -2.265  0.0004
H -6.315 2.020 -2.572  0.0000
H -6.999 0.746 -3.586  -0.0003
H -5.261 1.057 -3.603  0.0003
H -5.738 1.194 2.088  0.0006
H -6.821 1.023 0.703  -0.0002
H -5.103 3.496 1.260  0.0003
H -6.831 3.343 1.587  -0.0001
H -6.242 3.303 -0.072  -0.0001
H -3.182 -2.485 -4.645  0.0003
H -1.812 -2.833 -5.695  -0.0003
H -3.183 -0.106 -5.442  0.0002
H -3.368 -1.243 -6.782  -0.0001
H -1.812 -0.465 -6.487  0.0000
C 4.907 -2.032 3.668  0.0001
C 3.667 -2.189 2.852  -0.0006
C 3.724 -2.838 1.623  -0.0009
C 2.576 -3.070 0.890  0.0008
C 1.355 -2.662 1.395  -0.0002
C 1.281 -1.974 2.593  -0.0024
C 2.434 -1.745 3.321  0.0021
S -0.145 -2.980 0.441  0.0011
C -0.972 -4.114 1.627  0.0071
O -0.932 -1.712 0.601  0.0365
H 5.788 -1.958 3.036  0.0000
H 5.030 -2.910 4.302  0.0000
H 4.855 -1.161 4.315  0.0000
H 4.676 -3.177 1.249  0.0002
H 2.622 -3.572 -0.063  0.0007
H 0.320 -1.624 2.944  0.0002
H 2.363 -1.235 4.270  0.0001
H -0.924 -3.716 2.635  0.0000
H -0.491 -5.085 1.576  0.0019
H -2.006 -4.187 1.300  -0.0002

Output
Strongest force on any atom (Eh/bohr): 0.038
Net charge: +1
Gap between HOMO and LUMO (spin up / spin down) (eV): 5.6 / 5.0
E_LUMO (spin up / spin down) (eV): -3.70 / -4.27
HOMO energy (spin up / spin down) (eV): -9.2982 / -9.2811
M (g mol⁻¹): 742.855
Multiplicity: 6

=====

ORCA calculation (wB97M-V/def2-TZVPD) on a molecular structure, C44H54N5O4SeTi.

Last column: Mulliken spin population.
Geometry (Å):
Ti -0.348 -2.139 -0.953  0.1998
C -2.663 -0.163 -4.255  0.1540
C -3.966 -0.204 -3.712  0.0367
C -4.200 -0.922 -2.575  0.0507
C -3.130 -1.600 -1.939  0.1630
N -1.852 -1.479 -2.428  0.1479
C -1.662 -0.807 -3.570  -0.0719
C -3.276 -2.490 -0.851  -0.0261
C -4.511 -2.918 -0.304  0.3154
C -4.497 -3.856 0.716  -0.0439
C -3.319 -4.421 1.162  0.3098
C -2.102 -4.009 0.560  0.0426
N -2.090 -3.005 -0.380  0.1138
C -0.839 -4.604 0.739  0.1399
C -0.545 -5.695 1.592  0.0224
C 0.693 -6.269 1.541  0.0410
C 1.668 -5.757 0.654  0.1230
C 1.344 -4.654 -0.091  -0.0307
N 0.136 -4.074 -0.060  0.1368
H -2.436 0.368 -5.168  0.0150
H -4.779 0.325 -4.195  0.0057
H -5.193 -0.980 -2.153  0.0171
H -0.648 -0.802 -3.947  0.0082
H -5.440 -2.528 -0.690  0.0436
H -5.437 -4.178 1.150  0.0023
H -3.316 -5.185 1.925  0.0428
H -1.307 -6.071 2.262  0.0217
H 0.925 -7.112 2.181  0.0070
H 2.656 -6.188 0.577  0.0115
H 2.074 -4.181 -0.734  0.0084
C -2.892 4.988 -2.526  -0.0001
C -1.488 4.848 -1.924  0.0009
C -1.347 5.832 -0.753  0.0005
C -0.463 5.229 -2.992  -0.0003
C -1.289 3.414 -1.432  -0.0116
C -0.304 2.566 -1.925  0.0146
C -0.211 1.265 -1.459  -0.0046
Se 1.150 0.086 -2.102  0.0002
C 2.219 0.205 -0.531  0.0049
C 3.043 1.294 -0.323  0.0001
C 3.657 1.485 0.909  -0.0005
C 3.371 0.548 1.903  0.0009
C 2.543 -0.562 1.727  0.0017
C 1.978 -0.765 0.452  -0.0189
O 1.239 -1.825 0.190  0.0123
C 2.216 -1.506 2.891  0.0035
C 2.835 -1.039 4.212  0.0002
C 2.746 -2.913 2.594  -0.0354
C 0.696 -1.566 3.095  -0.0157
C 4.548 2.707 1.138  0.0005
C 3.726 3.989 0.941  -0.0001
C 5.138 2.733 2.548  -0.0001
C 5.704 2.701 0.130  0.0001
C -1.077 0.742 -0.488  0.0137
O -0.973 -0.529 -0.131  -0.0257
C -2.039 1.602 0.073  -0.0163
C -2.115 2.896 -0.439  0.0012
C -3.023 1.227 1.199  -0.0134
C -4.450 1.218 0.634  -0.0038
C -2.921 2.283 2.313  0.0006
C -2.773 -0.135 1.861  -0.0050
H -3.061 6.011 -2.876  -0.0001
H -3.663 4.749 -1.791  0.0000
H -3.018 4.306 -3.370  0.0005
H -1.473 6.862 -1.102  -0.0001
H -0.361 5.741 -0.291  0.0000
H -2.096 5.645 0.019  0.0000
H -0.636 6.259 -3.314  0.0000
H -0.539 4.585 -3.871  0.0003
H 0.559 5.163 -2.610  0.0000
H 0.398 2.895 -2.681  -0.0015
H 3.170 2.012 -1.127  -0.0002
H 3.809 0.694 2.877  0.0002
H 3.928 -1.027 4.176  -0.0002
H 2.538 -1.737 4.999  0.0003
H 2.488 -0.044 4.502  -0.0004
H 3.836 -2.899 2.499  -0.0006
H 2.323 -3.306 1.672  0.0195
H 2.481 -3.596 3.408  0.0042
H 0.303 -0.574 3.334  -0.0001
H 0.465 -2.236 3.930  -0.0007
H 0.184 -1.931 2.208  0.0220
H 2.888 4.020 1.641  0.0000
H 3.313 4.045 -0.069  0.0000
H 4.349 4.874 1.104  0.0000
H 4.357 2.790 3.311  0.0000
H 5.778 3.612 2.660  0.0000
H 5.743 1.846 2.749  0.0000
H 5.334 2.740 -0.897  0.0000
H 6.302 1.792 0.235  0.0001
H 6.355 3.566 0.288  0.0000
H -2.885 3.544 -0.033  -0.0001
H -4.739 2.198 0.244  0.0033
H -5.160 0.939 1.419  0.0017
H -4.533 0.492 -0.179  0.0079
H -3.157 3.292 1.968  0.0003
H -1.912 2.298 2.731  -0.0007
H -3.620 2.035 3.117  0.0001
H -2.924 -0.971 1.180  0.0126
H -3.484 -0.238 2.688  0.0004
H -1.764 -0.212 2.263  -0.0003
N 3.006 -2.646 -3.032  0.0012
N 2.308 -3.829 -3.281  0.0004
C 0.926 -3.908 -3.150  -0.0152
O 0.341 -4.886 -3.565  -0.0019
O 0.404 -2.909 -2.491  0.0353
H 3.249 -2.165 -3.890  0.0000
H 3.836 -2.831 -2.485  -0.0001
H 2.673 -4.484 -3.956  -0.0002

Output
Strongest force on any atom (Eh/bohr): 0.023
Net charge: -1
Gap between HOMO and LUMO (spin up / spin down) (eV): 4.3 / 7.2
E_LUMO (spin up / spin down) (eV): 2.26 / 2.25
HOMO energy (spin up / spin down) (eV): -1.9998 / -4.9563
M (g mol⁻¹): 843.774
Energy above the lowest of the compared OMol25 structures with the same formula, charge and spin (kJ/mol): 19.1
Multiplicity: 3

=====

ORCA calculation (wB97M-V/def2-TZVPD) on 7 unconnected molecules or ions with the total composition C44H54N6O8.

Last column: Löwdin charge in e.
Geometry (Å):
C 15.180 14.568 5.662  0.0254
N 14.249 13.501 5.966  -0.0570
C 14.562 12.213 5.776  0.0093
C 13.654 11.217 6.102  0.0285
C 12.450 11.548 6.610  -0.1483
C 12.157 12.883 6.858  0.0448
C 13.079 13.876 6.548  0.0437
C 11.411 10.588 7.093  -0.0885
C 11.693 9.434 7.773  0.0673
C 10.674 8.929 8.574  0.0218
N 9.377 9.273 8.477  -0.0926
C 9.008 10.262 7.607  0.0204
C 10.014 10.964 6.934  0.0618
C 8.332 8.505 9.238  0.0334
H 15.083 15.324 6.467  0.0926
H 14.916 15.018 4.708  0.1148
H 16.207 14.118 5.634  0.1196
H 15.532 11.919 5.378  0.1559
H 14.016 10.211 5.960  0.1424
H 11.286 13.162 7.358  0.1031
H 12.909 14.931 6.838  0.0837
H 12.677 9.072 7.953  0.1287
H 10.803 8.056 9.205  0.1462
H 7.971 10.455 7.562  0.1335
H 9.693 11.663 6.168  0.1363
H 7.523 8.157 8.513  0.1328
H 7.791 9.208 9.882  0.1025
H 8.799 7.720 9.883  0.1158
C 10.456 20.089 9.225  0.0220
N 11.177 19.013 9.899  -0.0903
C 10.957 17.737 9.437  0.0119
C 11.668 16.637 9.926  0.0048
C 12.673 16.833 10.782  -0.1435
C 12.898 18.130 11.347  0.0630
C 12.099 19.150 10.892  0.0108
C 13.556 15.673 11.088  -0.1242
C 14.221 15.013 10.052  0.0204
C 14.960 13.891 10.257  0.0343
N 14.995 13.321 11.528  -0.0554
C 14.361 13.934 12.548  -0.0181
C 13.690 15.117 12.379  0.0416
C 15.682 12.043 11.825  0.0292
H 10.850 20.142 8.212  0.0961
H 10.477 20.992 9.827  0.1039
H 9.410 19.723 9.139  0.1146
H 10.221 17.585 8.702  0.1320
H 11.429 15.624 9.528  0.1488
H 13.717 18.314 12.022  0.1145
H 12.216 20.213 11.187  0.1558
H 14.205 15.540 9.117  0.1111
H 15.431 13.356 9.460  0.1021
H 14.571 13.480 13.551  0.1539
H 13.294 15.667 13.244  0.1404
H 15.700 11.954 12.904  0.0866
H 16.747 12.080 11.528  0.1008
H 15.163 11.261 11.233  0.0996
C 26.918 18.921 10.686  0.0389
N 25.702 18.136 10.430  -0.1062
C 24.939 17.905 11.469  -0.0390
C 23.783 17.182 11.290  0.0457
C 23.366 16.768 9.988  -0.0891
C 24.114 17.232 8.892  0.0749
C 25.325 17.916 9.179  0.0410
C 22.166 15.817 9.840  -0.1506
C 21.083 16.191 9.066  0.0428
C 19.886 15.444 9.067  0.0180
N 19.793 14.363 9.895  -0.0725
C 20.742 13.996 10.732  0.0273
C 21.920 14.796 10.788  0.0427
C 18.667 13.491 9.501  0.0058
H 26.619 19.798 11.186  0.0919
H 27.460 19.242 9.816  0.1071
H 27.489 18.355 11.401  0.1098
H 25.292 18.229 12.453  0.1582
H 23.204 16.883 12.205  0.1452
H 23.715 16.781 7.962  0.1084
H 25.984 18.260 8.427  0.1351
H 21.216 16.964 8.270  0.1506
H 19.017 15.662 8.462  0.1423
H 20.629 13.068 11.245  0.1407
H 22.763 14.588 11.454  0.1312
H 18.560 13.468 8.422  0.1000
H 17.801 13.921 10.021  0.0665
H 18.820 12.522 9.864  0.0740
C 14.841 18.355 7.548  0.0145
C 13.401 17.794 7.457  -0.5860
O 12.466 18.631 7.585  -0.0401
O 13.215 16.504 7.234  -0.1648
H 15.147 18.115 8.536  0.0560
H 14.871 19.391 7.400  0.0574
H 15.552 17.981 6.841  0.0627
C 18.041 17.933 11.351  -0.0215
C 16.873 17.023 11.134  -0.7159
O 17.076 15.834 10.666  -0.1054
O 15.741 17.461 11.332  -0.0296
H 17.674 18.829 11.874  0.0836
H 18.574 18.162 10.460  0.0553
H 18.744 17.418 12.004  0.0718
C 23.074 12.770 7.343  -0.0198
C 23.618 13.939 8.128  -0.7745
O 23.850 13.797 9.313  -0.0120
O 23.734 15.006 7.477  -0.0737
H 23.284 12.715 6.250  0.0880
H 22.019 12.834 7.378  0.0410
H 23.413 11.835 7.799  0.0755
C 17.323 9.985 8.318  -0.0313
C 16.229 10.987 8.397  -0.7733
O 15.081 10.554 8.826  -0.1312
O 16.382 12.102 7.890  -0.0714
H 18.121 10.405 7.677  0.0841
H 16.958 8.967 7.954  0.1036
H 17.628 9.784 9.345  0.0711

Output
Strongest force on any atom (Eh/bohr): 0.080
Net charge: +2
Gap between HOMO and LUMO (eV): 5.0
E_LUMO (eV): -6.04
HOMO energy (eV): -11.0043
M (g mol⁻¹): 794.950
Multiplicity: 1

=====

Q: The lowest strongest force on any atom belongs to which entry?
A: C44H54N5O4SeTi

=====

Q: Look up the multiplicity of the third one.
A: 3

=====

Q: The highest net charge belongs to which entry?
A: C44H54N6O8